#w
{
  "formula": "C6H15NO",
  "method": "ωB97M-V with the def2-TZVPD basis set",
  "lumo_energy_ha": 0.035,
  "orbital_gap_ev": 9.69,
  "elements": ["C", "C", "C", "O", "C", "H", "H", "H", "H", "H", "H", "H", "H", "C", "C", "N", "H", "H", "H", "H", "H", "H", "H"],
  "xyz": [[1.64, -1.51, -0.41], [0.36, -1.32, -0.08], [-0.79, -1.89, -0.87], [-0.10, -0.92, 1.19], [0.84, -0.86, 2.24], [2.46, -1.18, 0.19], [1.88, -1.99, -1.34], [-0.53, -1.99, -1.92], [-1.07, -2.86, -0.48], [-1.65, -1.23, -0.77], [1.36, -1.82, 2.37], [1.59, -0.07, 2.08], [0.26, -0.63, 3.14], [-1.70, 1.83, -0.94], [-0.18, 1.83, -0.88], [0.25, 2.16, 0.46], [-2.10, 1.10, -0.25], [-2.04, 1.60, -1.95], [-2.08, 2.81, -0.67], [0.23, 2.57, -1.57], [0.18, 0.78, -1.15], [1.27, 2.17, 0.51], [-0.08, 1.43, 1.09]]
}

#x
{
  "formula": "C6H15NO",
  "method": "ωB97M-V with the def2-TZVPD basis set",
  "lumo_energy_ha": 0.028,
  "orbital_gap_ev": 9.27,
  "elements": ["C", "C", "C", "C", "C", "N", "C", "H", "H", "H", "H", "H", "H", "H", "H", "H", "H", "H", "H", "H", "O", "H", "H"],
  "xyz": [[-2.96, -0.44, -0.95], [-2.28, -0.37, 0.18], [-1.06, -1.14, 0.52], [0.29, -0.36, 0.59], [1.42, -1.38, 0.49], [0.46, 0.39, 1.82], [-0.15, 1.75, 1.80], [-3.89, 0.06, -1.20], [-2.45, -0.92, -1.80], [-2.76, 0.24, 0.93], [-0.97, -2.04, -0.09], [-1.14, -1.62, 1.50], [0.32, 0.29, -0.28], [1.46, -1.97, 1.40], [2.38, -0.89, 0.32], [1.25, -2.05, -0.35], [0.10, -0.08, 2.64], [0.37, 2.42, 2.48], [0.02, 2.13, 0.81], [-1.20, 1.73, 2.08], [3.80, 1.67, -4.10], [2.84, 1.53, -4.05], [4.14, 1.05, -4.75]]
}

#y
{
  "formula": "C6H15NO",
  "method": "ωB97M-V with the def2-TZVPD basis set",
  "lumo_energy_ha": 0.033,
  "orbital_gap_ev": 10.10,
  "elements": ["C", "C", "C", "C", "C", "C", "N", "H", "H", "H", "H", "H", "H", "H", "H", "H", "H", "H", "H", "H", "O", "H", "H"],
  "xyz": [[-2.52, 1.16, -0.98], [-1.49, 0.43, -0.14], [-0.39, 0.92, 0.42], [0.46, 0.14, 1.43], [0.74, -1.33, 0.89], [1.54, -1.26, -0.51], [1.10, -2.25, 2.09], [-2.66, 2.14, -0.62], [-1.97, 1.35, -2.04], [-3.43, 0.64, -1.06], [-1.85, -0.57, 0.09], [0.01, 1.86, 0.20], [1.30, 0.66, 1.83], [-0.27, 0.05, 2.18], [-0.21, -1.75, 0.53], [2.39, -1.92, -0.59], [0.76, -1.57, -1.30], [1.93, -0.28, -0.62], [0.87, -3.18, 1.74], [2.01, -2.02, 2.26], [0.62, 2.54, -2.21], [-0.21, 2.09, -1.85], [1.29, 2.17, -1.72]]
}

#w wins, 0.0031 hartree ahead of the next structure.

#w
{
  "formula": "C6H15NO",
  "method": "ωB97M-V with the def2-TZVPD basis set",
  "lumo_energy_ha": 0.036,
  "orbital_gap_ev": 10.25,
  "elements": ["C", "C", "C", "C", "C", "C", "N", "H", "H", "H", "H", "H", "H", "H", "H", "H", "H", "H", "H", "H", "O", "H", "H"],
  "xyz": [[1.53, 2.74, -0.77], [1.23, 1.69, 0.25], [1.27, 0.38, 0.04], [1.17, -0.65, 1.14], [-0.29, -0.86, 1.57], [-1.27, -1.37, 0.50], [-2.19, -0.39, -0.06], [1.36, 2.39, -1.77], [1.00, 3.66, -0.56], [2.55, 3.09, -0.63], [1.16, 2.02, 1.28], [1.54, -0.03, -0.94], [1.66, -0.31, 2.06], [1.61, -1.58, 0.81], [-0.67, 0.09, 1.96], [-0.33, -1.51, 2.45], [-0.66, -1.85, -0.27], [-1.89, -2.13, 0.97], [-1.92, 0.57, 0.08], [-3.13, -0.44, 0.29], [-1.37, -2.06, -3.03], [-1.84, -1.80, -2.23], [-0.53, -1.63, -3.12]]
}

#x
{
  "formula": "C6H15NO",
  "method": "ωB97M-V with the def2-TZVPD basis set",
  "lumo_energy_ha": 0.036,
  "orbital_gap_ev": 9.74,
  "elements": ["C", "C", "C", "N", "C", "C", "C", "O", "H", "H", "H", "H", "H", "H", "H", "H", "H", "H", "H", "H", "H", "H", "H"],
  "xyz": [[-1.63, -2.52, -0.20], [-0.14, -2.50, -0.51], [0.37, -1.10, -0.82], [0.04, -0.16, 0.25], [0.64, 1.18, 0.10], [-0.21, 2.07, -0.77], [0.86, 1.75, 1.48], [1.61, 2.95, 1.36], [-2.22, -2.05, -0.99], [-1.85, -2.04, 0.77], [-2.00, -3.55, -0.11], [0.39, -2.87, 0.36], [0.03, -3.17, -1.35], [1.46, -1.10, -0.92], [-0.05, -0.80, -1.79], [-0.97, -0.09, 0.33], [1.62, 1.02, -0.36], [0.24, 3.03, -1.02], [-0.44, 1.59, -1.72], [-1.16, 2.30, -0.28], [1.35, 0.99, 2.09], [-0.11, 1.98, 1.97], [2.17, 3.09, 2.13]]
}

#y
{
  "formula": "C6H15NO",
  "method": "ωB97M-V with the def2-TZVPD basis set",
  "lumo_energy_ha": 0.034,
  "orbital_gap_ev": 9.09,
  "elements": ["C", "C", "N", "C", "C", "C", "C", "O", "H", "H", "H", "H", "H", "H", "H", "H", "H", "H", "H", "H", "H", "H", "H"],
  "xyz": [[2.15, -0.79, 1.33], [1.04, -0.94, 0.30], [0.55, 0.35, -0.17], [1.45, 0.97, -1.15], [-0.86, 0.51, -0.41], [-1.51, -0.57, -1.30], [-1.57, 0.65, 0.92], [-2.99, 0.55, 0.68], [3.12, -0.64, 0.87], [2.20, -1.69, 1.96], [1.98, 0.07, 1.99], [0.20, -1.44, 0.75], [1.38, -1.60, -0.52], [2.36, 1.29, -0.64], [1.66, 0.28, -1.97], [0.98, 1.88, -1.52], [-1.03, 1.45, -0.92], [-1.94, -1.37, -0.71], [-0.78, -1.08, -1.93], [-2.26, -0.13, -1.95], [-1.30, -0.18, 1.56], [-1.35, 1.61, 1.37], [-3.48, 0.80, 1.47]]
}

#x wins, 0.0183 hartree ahead of the next structure.

#w
{
  "formula": "C6H15NO",
  "method": "ωB97M-V with the def2-TZVPD basis set",
  "lumo_energy_ha": 0.035,
  "orbital_gap_ev": 9.83,
  "elements": ["C", "C", "C", "C", "C", "N", "C", "O", "H", "H", "H", "H", "H", "H", "H", "H", "H", "H", "H", "H", "H", "H", "H"],
  "xyz": [[-1.87, -0.33, 1.62], [-0.85, -1.17, 0.84], [0.33, -1.59, 1.77], [-0.36, -0.42, -0.41], [0.60, -1.33, -1.21], [0.26, 0.83, 0.01], [0.27, 1.94, -0.88], [1.48, 2.11, -1.64], [-2.02, 0.64, 1.15], [-2.84, -0.81, 1.74], [-1.54, -0.14, 2.65], [-1.24, -2.13, 0.52], [0.74, -2.57, 1.50], [-0.09, -1.80, 2.75], [1.11, -0.84, 1.91], [-1.16, -0.14, -1.10], [1.24, -0.79, -1.91], [1.32, -1.82, -0.56], [0.03, -2.09, -1.75], [1.16, 0.68, 0.46], [-0.61, 1.90, -1.54], [0.22, 2.88, -0.34], [1.76, 1.24, -1.94]]
}

#x
{
  "formula": "C6H15NO",
  "method": "ωB97M-V with the def2-TZVPD basis set",
  "lumo_energy_ha": 0.025,
  "orbital_gap_ev": 9.31,
  "elements": ["C", "C", "C", "C", "C", "N", "C", "H", "H", "H", "H", "H", "H", "H", "H", "H", "H", "H", "H", "H", "O", "H", "H"],
  "xyz": [[3.49, 0.47, -0.74], [2.48, 0.24, -1.55], [1.49, -0.85, -1.52], [0.11, -0.44, -1.01], [0.04, 0.32, 0.37], [-0.70, -0.37, 1.42], [-0.87, 0.45, 2.65], [4.25, 1.21, -0.92], [3.83, -0.13, 0.09], [2.41, 0.95, -2.37], [1.26, -1.38, -2.44], [1.90, -1.68, -0.88], [-0.40, 0.25, -1.73], [-0.51, -1.34, -0.90], [-0.40, 1.32, 0.12], [1.09, 0.50, 0.76], [-1.66, -0.52, 1.06], [-0.60, 1.50, 2.44], [-1.81, 0.15, 3.10], [-0.10, 0.08, 3.35], [-4.72, -0.39, -0.52], [-5.08, -0.10, 0.33], [-5.49, -0.26, -1.10]]
}

#y
{
  "formula": "C6H15NO",
  "method": "ωB97M-V with the def2-TZVPD basis set",
  "lumo_energy_ha": 0.035,
  "orbital_gap_ev": 10.49,
  "elements": ["C", "C", "C", "C", "C", "C", "N", "H", "H", "H", "H", "H", "H", "H", "H", "H", "H", "H", "H", "H", "O", "H", "H"],
  "xyz": [[-2.58, -0.18, -1.34], [-1.76, -1.22, -1.29], [-0.31, -1.12, -0.85], [-0.26, -1.32, 0.68], [-0.31, -0.03, 1.49], [0.83, 0.97, 1.23], [2.17, 0.43, 0.97], [-3.62, -0.36, -1.60], [-2.28, 0.85, -1.20], [-2.14, -2.23, -1.31], [0.25, -1.91, -1.35], [0.10, -0.15, -1.11], [0.64, -1.86, 0.97], [-1.02, -1.98, 1.09], [-1.23, 0.47, 1.24], [-0.31, -0.31, 2.54], [0.50, 1.56, 0.37], [0.91, 1.67, 2.07], [2.66, 0.26, 1.84], [2.10, -0.47, 0.52], [1.60, 2.38, -1.91], [1.55, 1.90, -1.08], [2.52, 2.64, -1.98]]
}

#w wins, 0.0154 hartree ahead of the next structure.

#w
{
  "formula": "C6H15NO",
  "method": "ωB97M-V with the def2-TZVPD basis set",
  "lumo_energy_ha": -0.023,
  "orbital_gap_ev": 7.99,
  "elements": ["C", "C", "O", "C", "N", "C", "C", "C", "H", "H", "H", "H", "H", "H", "H", "H", "H", "H", "H", "H", "H", "H", "H"],
  "xyz": [[1.30, -0.06, -1.37], [1.87, -1.10, -0.43], [0.86, -2.07, -0.15], [1.06, -0.71, -2.70], [-1.21, -0.15, 0.57], [-2.26, -0.30, 1.64], [-0.56, 0.70, 1.44], [-0.90, 2.15, 1.36], [0.31, 0.18, -0.98], [1.86, 0.87, -1.42], [2.75, -1.61, -0.92], [2.24, -0.68, 0.51], [0.06, -1.54, 0.15], [1.87, -1.42, -2.94], [1.03, 0.01, -3.51], [0.10, -1.28, -2.70], [-1.97, -1.09, 2.34], [-3.18, -0.64, 1.14], [-2.69, 0.59, 2.18], [0.51, 0.58, 1.71], [-1.76, 2.23, 0.70], [-1.20, 2.54, 2.34], [-0.08, 2.81, 1.01]]
}

#x
{
  "formula": "C6H15NO",
  "method": "ωB97M-V with the def2-TZVPD basis set",
  "lumo_energy_ha": 0.033,
  "orbital_gap_ev": 10.16,
  "elements": ["C", "C", "C", "C", "C", "N", "C", "O", "H", "H", "H", "H", "H", "H", "H", "H", "H", "H", "H", "H", "H", "H", "H"],
  "xyz": [[0.75, -2.60, 0.11], [0.81, -1.11, -0.31], [-0.15, -0.23, 0.51], [0.34, -0.11, 1.95], [-0.51, 1.13, -0.10], [0.74, 1.86, -0.23], [-1.23, 0.97, -1.47], [-1.94, 2.16, -1.73], [-0.22, -2.99, -0.15], [0.94, -2.73, 1.18], [1.56, -3.15, -0.37], [1.85, -0.80, -0.29], [0.51, -1.14, -1.37], [-1.07, -0.84, 0.56], [1.39, -0.04, 2.23], [-0.21, 0.73, 2.42], [0.05, -0.94, 2.62], [-1.33, 1.54, 0.52], [1.09, 1.99, 0.72], [0.69, 2.75, -0.70], [-1.94, 0.14, -1.34], [-0.52, 0.78, -2.27], [-1.60, 2.62, -2.49]]
}

#x wins, 0.1422 hartree ahead of the next structure.